The following is a DFT calculation (ωB97M-V with the def2-TZVPD basis set) of a single C8H10O molecule at a distorted geometry.

Last column: natural (NBO) charge in e.
Positions of all 19 atoms, in Å:
C  -2.7513  0.6365  1.4749  -0.33
C  -1.4592  0.4360  1.2585  -0.26
C  -1.0218  -0.7752  0.5419  -0.09
C  0.2690  -0.8634  -0.0146  -0.15
C  0.3312  -2.1393  -0.8372  0.42
C  1.2990  0.1636  0.1765  -0.30
C  1.0851  1.5003  -0.5488  -0.42
C  2.1331  0.5392  -0.9995  -0.43
H  -3.3203  1.6653  1.7111  0.22
H  -3.3457  -0.2246  1.2329  0.19
H  -0.6908  1.2842  1.2734  0.22
H  -1.6710  -1.5302  0.3648  0.22
H  1.2533  -2.2400  -1.6771  0.10
H  1.7590  0.1970  1.1811  0.24
H  0.0878  1.4124  -1.1837  0.23
H  1.3504  2.4894  -0.0667  0.24
H  1.8671  -0.0857  -1.9477  0.21
H  3.3029  0.5806  -1.1257  0.24
O  -0.4780  -3.0463  -0.8143  -0.55

## Properties
LUMO in eV: -0.3
Energy relative to the best compared isomer or geometry (same formula, charge and spin) in kJ/mol: 391.66
Total charge: 0
SMILES: C=C/C=C(/C=O)C1CC1



The following is a DFT calculation (ωB97M-V with the def2-TZVPD basis set) of 9 unconnected molecules or ions with the total composition C12H42N2O9 at a distorted geometry.

Last column: natural (NBO) charge in e.
Positions of all 65 atoms, in Å:
C  0.0074  -1.7334  3.3118  -0.64
C  1.3169  -2.3835  3.7771  -0.05
O  2.1682  -1.7019  3.0650  -0.71
H  0.0579  -0.6874  3.4034  0.21
H  -0.8538  -1.9565  3.9756  0.21
H  -0.3145  -1.9439  2.3213  0.21
H  1.2950  -3.4252  3.5901  0.16
H  1.5593  -2.2215  4.8651  0.15
H  3.0014  -2.0186  3.2234  0.48
C  1.5042  -3.0256  -0.0344  -0.66
C  0.8657  -4.2244  0.6559  -0.06
O  0.6982  -5.3540  -0.1885  -0.71
H  0.8389  -2.4226  -0.6153  0.21
H  2.3531  -3.2355  -0.6543  0.23
H  1.8496  -2.3166  0.7437  0.22
H  -0.0844  -3.9095  1.0489  0.15
H  1.4975  -4.4726  1.5355  0.16
H  0.4381  -4.9880  -1.0101  0.46
C  -0.4730  4.1405  -1.4021  -0.62
C  -1.0351  2.8390  -1.8908  -0.06
O  -0.6924  2.5398  -3.2275  -0.76
H  -0.6268  4.4350  -0.4077  0.21
H  -0.7888  4.9548  -1.9920  0.19
H  0.6129  4.1113  -1.6221  0.23
H  -2.1436  2.7359  -1.9123  0.13
H  -0.6334  2.1849  -1.1538  0.18
H  -0.9804  1.6307  -3.4783  0.49
C  1.7698  1.4737  1.1315  0.76
O  1.5485  2.4928  0.2494  -0.75
N  2.5776  1.5661  2.1933  -0.83
N  1.5190  0.2258  1.0465  -0.88
H  2.9218  2.5239  2.4227  0.39
H  2.7490  0.8343  2.9005  0.40
H  0.7023  -0.0629  0.4870  0.44
H  1.7566  -0.4758  1.7578  0.42
C  -2.2105  -3.1994  -1.4477  -0.25
O  -1.6338  -2.0521  -2.0689  -0.75
H  -1.6436  -4.0455  -1.7419  0.16
H  -3.1791  -3.4126  -1.8241  0.17
H  -2.2397  -3.1304  -0.3976  0.18
H  -1.3752  -2.2624  -2.9975  0.49
C  -1.9243  0.4325  0.7603  -0.25
O  -0.9747  -0.3212  0.0331  -0.78
H  -2.7823  0.7016  0.0879  0.17
H  -1.5716  1.2935  1.2741  0.20
H  -2.2913  -0.3528  1.4432  0.16
H  -1.3421  -1.0356  -0.5156  0.51
C  -0.2353  4.6613  2.3419  -0.24
O  0.6548  4.0664  3.2480  -0.74
H  -0.4440  3.9140  1.6348  0.17
H  0.3317  5.4616  1.8563  0.16
H  -1.0913  5.0444  2.8337  0.17
H  1.5023  3.9630  2.8805  0.46
C  -2.8452  0.5158  -3.7585  -0.26
O  -1.5110  0.1064  -4.0510  -0.73
H  -3.0371  0.5581  -2.7233  0.18
H  -3.4985  -0.2033  -4.1940  0.17
H  -3.0924  1.4873  -4.1132  0.19
H  -1.5254  -0.4979  -4.7598  0.48
C  1.6195  0.4257  -2.2973  -0.25
O  2.6805  -0.0297  -1.5387  -0.76
H  1.8395  0.4539  -3.3448  0.17
H  1.4486  1.4380  -1.9566  0.21
H  0.8759  -0.3245  -2.1539  0.15
H  2.5128  0.2147  -0.6253  0.48

## Properties
LUMO in eV: 0.0
Energy relative to the best compared isomer or geometry (same formula, charge and spin) in kJ/mol: 144.87
Total charge: 0
SMILES: NC(N)=O.CCO.CCO.CCO.CO.CO.CO.CO.CO



The following is a DFT calculation (ωB97M-V with the def2-TZVPD basis set) of a gas-phase ion, C5H12NS (charge -2) at a distorted geometry.

Last column: Löwdin spin population.
Positions of all 19 atoms, in Å:
C  -1.8778  0.8105  0.0116  0.00
C  -2.5247  -0.5761  -0.1616  0.00
S  -4.3721  -0.6476  0.0670  0.00
C  -0.4341  0.7581  -0.5395  0.02
N  0.4176  -0.2278  0.1894  0.01
C  1.8261  -0.0815  -0.2543  0.18
C  2.7708  -0.3523  0.9108  0.38
H  -1.8178  1.1000  1.0562  0.00
H  -2.4987  1.5198  -0.5321  0.00
H  -2.1289  -1.2487  0.6178  0.00
H  -2.1894  -1.0823  -1.0750  0.00
H  0.0709  1.7175  -0.3826  0.01
H  -0.5191  0.5727  -1.6198  0.01
H  0.0684  -1.1169  -0.1695  0.01
H  2.2178  -0.6349  -1.1229  0.07
H  1.9814  0.9593  -0.5907  0.04
H  2.4803  0.1847  1.8166  0.04
H  2.7038  -1.4243  1.1733  0.07
H  3.8253  -0.2302  0.6053  0.14

## Properties
Multiplicity: 2
LUMO (spin up / spin down) in eV: 5.8 / 5.7
<S²>: 0.751
Energy relative to the best compared isomer or geometry (same formula, charge and spin) in kJ/mol: 9.01
Total charge: -2



The following is a DFT calculation (ωB97M-V with the def2-TZVPD basis set) of a molecular structure, C43H47BrNO6PReS3 at a distorted geometry.

Last column: Löwdin spin population.
Positions of all 103 atoms, in Å:
Re  -0.2792  -0.1044  -0.3441  0.81
C  2.6067  -1.5808  3.8984  0.00
C  3.6035  -1.5479  2.7531  0.00
S  2.7999  -1.4139  1.0993  0.01
C  3.4078  0.2249  0.5827  0.00
C  2.8378  1.3704  1.3877  0.01
S  1.0566  1.6671  1.0546  0.00
C  0.4020  1.6004  2.7727  0.00
C  0.4844  0.2770  3.5108  0.00
S  2.0608  0.0730  4.4287  0.00
H  3.0696  -2.0233  4.7804  0.00
H  1.7156  -2.1477  3.6416  0.00
H  4.1683  -2.4788  2.7410  0.00
H  4.2977  -0.7183  2.8629  0.00
H  3.1147  0.3070  -0.4647  0.00
H  4.4966  0.2214  0.6612  0.00
H  3.3462  2.3015  1.1267  0.00
H  2.9322  1.1941  2.4611  0.00
H  -0.6386  1.9099  2.6746  0.00
H  0.9442  2.3798  3.3099  0.00
H  0.3641  -0.5709  2.8358  0.00
H  -0.3038  0.2409  4.2646  0.00
O  -4.2241  -4.3368  1.9425  0.00
C  -3.3920  -3.6120  1.4514  0.00
C  -3.3740  -3.1481  0.0007  0.00
O  -4.1473  -3.4797  -0.8737  -0.01
C  -2.2501  -2.2080  -0.0873  0.00
C  -1.5645  -2.1573  1.1457  0.01
O  -0.5378  -1.3827  1.2403  0.00
C  -2.2062  -2.9787  2.1609  0.00
O  -1.9007  -3.1133  3.3306  0.01
O  -1.8637  -1.4607  -1.0512  0.00
C  -2.9334  6.9730  -2.7237  0.00
C  -3.7263  5.6587  -2.7026  0.00
C  -4.8451  5.7891  -1.6685  0.00
C  -4.3523  5.4070  -4.0808  0.00
C  -2.7965  4.5028  -2.3940  0.00
C  -2.9947  3.6254  -1.3384  0.00
C  -2.1052  2.5904  -1.1660  0.00
Br  -2.3405  1.3767  0.3198  0.02
C  -0.9996  2.3265  -2.0019  0.00
O  -0.2318  1.3042  -1.8237  0.02
C  -0.7855  3.2569  -3.0577  0.00
C  -1.6927  4.2848  -3.2153  0.00
C  0.3735  3.1667  -4.0422  0.00
C  -0.2079  2.8174  -5.4207  0.00
C  1.4248  2.1112  -3.6967  0.00
C  1.1009  4.5199  -4.0909  0.00
H  -3.6055  7.8061  -2.9120  0.00
H  -2.1726  6.9763  -3.4984  0.00
H  -2.4416  7.1376  -1.7681  0.00
H  -5.4837  6.6315  -1.9237  0.00
H  -4.4335  5.9627  -0.6766  0.00
H  -5.4607  4.8933  -1.6485  0.00
H  -5.0642  6.1926  -4.3175  0.00
H  -4.8729  4.4527  -4.0891  0.00
H  -3.5974  5.3837  -4.8616  0.00
H  -3.8206  3.7267  -0.6539  0.00
H  -1.5398  4.9680  -4.0342  0.00
H  -0.7228  1.8601  -5.3710  0.00
H  0.5908  2.7416  -6.1550  0.00
H  -0.9174  3.5689  -5.7566  0.00
H  1.0199  1.1068  -3.7616  0.00
H  1.8125  2.2481  -2.6910  0.00
H  2.2560  2.1907  -4.3948  0.00
H  0.4541  5.3262  -4.4208  0.00
H  1.9410  4.4603  -4.7788  0.00
H  1.4815  4.7710  -3.1033  0.00
N  1.1702  -1.0039  -1.2823  0.07
P  1.7137  -1.8660  -2.4699  0.03
C  3.3279  -1.2086  -3.0078  0.00
C  4.3739  -1.2651  -2.0928  0.00
C  5.5741  -0.6407  -2.3758  0.00
C  5.7414  0.0246  -3.5793  0.00
C  4.7036  0.0715  -4.4963  0.00
C  3.4929  -0.5360  -4.2089  0.00
C  0.6704  -1.9491  -3.9652  0.01
C  1.0408  -2.7634  -5.0289  0.00
C  0.2474  -2.8081  -6.1622  0.00
C  -0.9129  -2.0504  -6.2283  0.00
C  -1.2849  -1.2511  -5.1616  0.00
C  -0.4948  -1.1993  -4.0257  0.00
C  1.9611  -3.6112  -1.9999  0.00
C  0.9201  -4.1752  -1.2730  0.00
C  0.9984  -5.4912  -0.8596  0.00
C  2.1216  -6.2431  -1.1717  0.00
C  3.1554  -5.6832  -1.9047  0.00
C  3.0797  -4.3657  -2.3245  0.00
H  4.2246  -1.8007  -1.1661  0.00
H  6.3802  -0.6728  -1.6572  0.00
H  6.6816  0.5064  -3.8039  0.00
H  4.8379  0.5861  -5.4358  0.00
H  2.6807  -0.4948  -4.9200  0.00
H  1.9442  -3.3546  -4.9666  0.00
H  0.5303  -3.4360  -6.9936  0.00
H  -1.5312  -2.0898  -7.1139  0.00
H  -2.1943  -0.6702  -5.2074  0.00
H  -0.7697  -0.5908  -3.1776  0.00
H  0.0609  -3.5598  -1.0410  0.00
H  0.1883  -5.9305  -0.2980  0.00
H  2.1900  -7.2698  -0.8430  0.00
H  4.0249  -6.2754  -2.1515  0.00
H  3.8849  -3.9273  -2.8991  0.00

## Properties
Multiplicity: 2
LUMO (spin up / spin down) in eV: -1.4 / -1.1
<S²>: 0.760
Energy relative to the best compared isomer or geometry (same formula, charge and spin) in kJ/mol: 2.87
Total charge: 0



The following is a DFT calculation (ωB97M-V with the def2-TZVPD basis set) of a single C5H13N3O4S molecule at a distorted geometry.

Last column: natural (NBO) charge in e.
Positions of all 26 atoms, in Å:
C  -4.2841  0.0442  0.3834  -0.60
C  -2.9298  0.3739  -0.2325  -0.39
C  -1.7859  -0.2649  0.5507  -0.39
C  -0.4305  0.0162  -0.0897  -0.40
C  0.7013  -0.6759  0.6661  -0.26
N  3.7485  1.3714  -1.3839  -1.02
N  1.9237  -0.5578  -0.0674  -0.41
N  2.7402  -1.5694  -0.2795  0.63
O  2.3995  -2.7027  -0.0444  -0.41
O  3.8088  -1.2440  -0.7862  -0.50
O  4.0932  0.8131  1.0692  -0.85
O  2.1440  2.1431  0.3503  -0.90
S  3.1259  1.1484  0.0982  2.38
H  -4.4462  -1.0312  0.3921  0.20
H  -4.3358  0.4059  1.4072  0.20
H  -5.0867  0.5071  -0.1854  0.21
H  -2.7942  1.4581  -0.2560  0.20
H  -2.9049  0.0143  -1.2633  0.19
H  -1.9465  -1.3448  0.5981  0.20
H  -1.7874  0.1171  1.5733  0.20
H  -0.2345  1.0892  -0.1077  0.21
H  -0.4291  -0.3454  -1.1225  0.20
H  0.4917  -1.7463  0.7803  0.24
H  0.8283  -0.2370  1.6613  0.21
H  3.0571  1.6290  -2.0672  0.42
H  4.3334  0.5886  -1.6444  0.44

## Properties
LUMO in eV: -0.2
Energy relative to the best compared isomer or geometry (same formula, charge and spin) in kJ/mol: 228.02
Total charge: 0
SMILES: CCCCCN([N+](=O)[O-])S(N)(=O)=O



no.,molar mass (g/mol),DFT total energy (hartree)
1,122.17,-385.924621
2,358.47,-1268.864050
3,118.22,-650.518777
4,1067.14,-6361.153432
5,211.24,-1061.577780